Formula: C3H15NO4
Source: the OMol25 dataset
Level of theory: ωB97M-V/def2-TZVPD

The geometry in XYZ format:
```
23
Properties=species:S:1:pos:R:3:forces:R:3
O 2.5144 -3.7228 1.4665 -0.10 -0.52 -1.16
O -4.5573 4.3792 -2.8128 -2.76 1.55 1.46
O -0.8524 1.4652 -3.5680 3.55 0.94 -3.73
O -0.5272 -2.8106 0.4143 0.73 -1.42 0.39
N 0.8953 0.3995 0.7849 0.21 -0.85 2.41
C 2.0170 0.9748 1.5388 -1.47 -1.70 -2.26
C -0.0105 -0.5511 1.4507 0.68 0.18 -1.17
C -0.6427 -1.4136 0.3190 2.92 -0.73 -0.28
H -0.8884 -0.0461 1.8223 -0.07 0.35 1.24
H 1.7389 1.4805 2.4226 -0.14 1.11 0.77
H -1.7646 1.5154 -3.6083 -3.12 0.01 0.22
H 0.3156 -3.0412 0.7775 1.06 -0.48 0.15
H 0.6119 -1.0900 2.2431 -1.21 0.37 -0.95
H 2.6861 0.1866 1.7511 0.75 -1.29 1.03
H 2.5887 1.4411 0.7860 0.60 1.79 -0.38
H 2.6325 -3.4147 2.3426 0.09 0.64 1.40
H -0.0144 -1.0700 -0.5795 -1.86 -0.33 0.50
H -1.6798 -1.5471 0.3459 -2.02 2.36 -0.74
H 3.0929 -4.4907 1.4261 -0.08 -0.06 -0.22
H 0.6718 0.6767 -0.1311 -0.09 0.57 -0.75
H -4.5091 4.7870 -1.9217 -1.67 0.34 -0.38
H -3.6913 4.1624 -2.6969 4.46 -1.89 -1.08
H -0.6273 1.7295 -4.5728 -0.44 -0.95 3.52
```
Forces are in eV/Å.

Summary:
**Lowest unoccupied orbital energy**: 0.49 eV
**Orbital gap**: 8.512 eV
**Calculated total energy**: -13031.3630 eV
**ΔE to the lowest compared entry with this formula, charge and spin**: 84.7 kcal/mol

Formula: C3H15NO4
Source: the OMol25 dataset
Level of theory: ωB97M-V/def2-TZVPD

The geometry in XYZ format:
```
23
Properties=species:S:1:pos:R:3:forces:R:3
O -2.6138 -1.5368 -0.8498 0.39 -0.11 -0.03
O 2.1290 -1.6772 -0.7884 0.23 -0.18 0.03
O -1.3317 0.8203 -2.1748 0.30 -0.22 -0.07
O 1.8398 -0.0820 -3.1721 -1.26 0.08 -0.19
N 0.2073 -0.9822 1.3759 0.51 -0.09 -0.04
C -0.8245 2.4035 2.1119 -0.01 -0.31 0.13
C 0.3978 0.2513 2.1421 0.12 -0.42 -0.23
C -0.8387 1.0883 2.2915 0.07 0.12 -0.04
H -1.5396 1.2996 -2.9825 -0.20 0.03 0.05
H 1.1332 0.8388 1.6355 0.52 0.49 -0.60
H -1.6872 3.0361 2.2730 -0.05 -0.08 -0.19
H -0.4802 0.4131 -2.3870 0.19 0.11 0.01
H -0.0377 -0.7576 0.4194 -0.56 0.02 0.17
H -0.5099 -1.5572 1.7969 -0.15 -0.01 -0.26
H 3.0219 -1.7669 -0.4372 -0.05 0.01 -0.12
H -1.7667 0.5500 2.4526 -0.05 0.06 0.36
H 0.0985 2.8718 1.7997 0.08 0.24 0.14
H 1.5658 -1.7599 -0.0011 -0.07 0.16 0.16
H -2.1785 -2.2661 -1.3055 -0.17 -0.05 0.06
H 2.6067 0.3363 -3.5538 0.46 -0.27 0.28
H 2.0277 -0.7592 -2.5076 0.59 0.22 0.05
H -2.1517 -0.7598 -1.1977 -0.28 0.24 -0.09
H 0.9324 -0.0042 3.0592 -0.60 -0.04 0.41
```
Forces are in eV/Å.

Summary:
**Lowest unoccupied orbital energy**: 0.62 eV
**Orbital gap**: 10.159 eV
**Calculated total energy**: -13033.9545 eV
**ΔE to the lowest compared entry with this formula, charge and spin**: 25.0 kcal/mol

Formula: C3H15NO4
Source: the OMol25 dataset
Level of theory: ωB97M-V/def2-TZVPD

The geometry in XYZ format:
```
23
Properties=species:S:1:pos:R:3:forces:R:3
O 1.0609 -0.3891 2.0361 1.04 -0.05 -1.04
O 1.3250 0.6050 -0.3759 -0.55 -2.04 0.00
O -1.1496 -1.9681 2.4732 -0.83 1.93 1.63
O 4.0686 0.8264 -0.1971 -0.45 0.87 0.19
N -1.4710 -1.7490 -1.3269 -0.31 0.04 -1.73
C -1.4077 0.5300 -0.6095 -0.98 0.27 0.17
C -1.5757 -0.3863 -1.5723 0.49 0.48 0.95
C -1.5127 2.0261 -0.7626 -0.27 0.03 -0.49
H -1.7625 -0.0974 -2.6163 0.26 -0.15 0.41
H -0.6313 2.5547 -0.3733 -0.14 -0.06 -0.11
H -0.4359 -1.3523 2.2102 -0.40 -1.63 -1.36
H 4.6422 0.6182 -0.9397 -0.22 -0.64 0.17
H 1.0847 0.1487 1.1640 -0.35 -1.05 1.30
H -1.6472 2.3218 -1.8141 0.18 -0.14 0.25
H -1.5944 -2.7959 2.4015 0.87 -0.49 -0.86
H -1.3299 0.1722 0.4273 0.15 -0.05 -0.33
H -1.5722 -2.1481 -0.4177 0.40 0.20 0.38
H 2.2876 0.6574 -0.4157 -0.39 1.86 0.20
H -2.3728 2.4203 -0.2253 -0.09 0.05 0.16
H 3.6359 0.0706 0.2082 0.95 -0.71 -0.02
H 0.7743 -0.7945 2.8451 0.05 0.85 0.27
H 0.4455 0.9218 -0.1173 0.87 0.85 -0.62
H -0.8617 -2.1925 -2.0016 -0.29 -0.44 0.50
```
Forces are in eV/Å.

Summary:
**Lowest unoccupied orbital energy**: 0.59 eV
**Orbital gap**: 8.735 eV
**Calculated total energy**: -13030.6557 eV
**ΔE to the lowest compared entry with this formula, charge and spin**: 101.0 kcal/mol

Formula: C3H15O4S
Source: the OMol25 dataset
Level of theory: ωB97M-V/def2-TZVPD

The geometry in XYZ format:
```
23
Properties=species:S:1:pos:R:3:forces:R:3
S 1.4308 -0.6923 0.8820 -0.14 0.22 0.03
O -3.8896 -1.0459 2.0100 -1.62 0.11 0.29
O -1.9492 -3.0448 -1.0906 -0.90 -0.99 -0.53
O -1.3482 -2.2068 1.3846 -0.72 0.05 0.55
O -0.3671 2.1058 2.0781 -0.28 -0.95 0.46
C 1.3555 0.2028 -0.7507 -0.06 -0.92 1.56
C 1.9797 2.1831 -2.1496 1.28 -1.27 0.02
C 2.3669 1.3237 -0.8743 -1.08 1.06 -1.51
H -1.3939 -2.4056 -1.5340 0.18 0.33 0.59
H -0.7345 -1.4454 1.2229 0.61 -0.49 -0.03
H 2.2724 1.9567 -0.0002 0.25 -0.09 0.33
H -2.0733 -2.8376 -0.1459 0.78 0.59 -0.48
H 0.0633 1.2884 2.4117 0.53 0.55 -0.41
H -0.8048 -2.9300 1.7112 0.35 0.29 -0.14
H 0.3522 0.6269 -0.7839 0.03 0.11 -0.33
H -3.3485 -0.2855 1.8094 0.65 -0.41 -0.01
H 3.3944 1.0127 -1.0499 0.01 -0.31 0.58
H 2.7042 1.8674 -2.9113 -0.12 0.34 -0.21
H -3.3831 -1.8524 2.1136 0.89 0.43 -0.28
H -1.1576 1.6756 1.7298 -0.11 0.43 -0.26
H 1.0263 1.8535 -2.5433 -0.43 0.39 0.10
H 2.0680 3.2597 -2.0471 -0.23 0.11 0.16
H 1.4360 -0.6101 -1.4723 0.14 0.42 -0.49
```
Forces are in eV/Å.

Summary:
**Charge**: -1
**Lowest unoccupied orbital energy**: 3.41 eV
**Orbital gap**: 6.790 eV
**Calculated total energy**: -22380.9752 eV
**ΔE to the lowest compared entry with this formula, charge and spin**: 26.3 kcal/mol

Formula: C3H16N2O3
Source: the OMol25 dataset
Level of theory: ωB97M-V/def2-TZVPD

The geometry in XYZ format:
```
24
Properties=species:S:1:pos:R:3:forces:R:3
O 1.0790 -1.5801 1.5326 -0.18 -0.16 0.43
O -1.0372 -0.7051 4.0588 -0.07 0.12 -0.19
O 1.7228 -1.7306 -3.1041 -0.12 -0.23 -0.14
N 0.7308 1.5649 -1.5690 -0.26 -0.47 0.02
N -1.4203 -0.8591 -1.1313 -0.18 -0.53 0.11
C -0.1559 2.1858 0.7202 0.04 -0.09 0.20
C -1.3057 0.5158 -0.6853 0.34 -0.42 -0.24
C 0.0642 1.1042 -0.3388 0.33 0.89 -0.23
H 1.4993 2.1854 -1.3582 0.03 0.09 -0.06
H 0.0606 2.0427 -2.1577 0.16 0.23 -0.05
H 0.7435 2.7500 0.9699 0.10 -0.04 -0.19
H -1.7139 1.0690 -1.5239 -0.11 0.62 0.00
H -1.5091 -0.9502 -2.1269 0.05 0.12 -0.19
H -1.6822 -0.3264 4.6648 0.03 -0.06 0.05
H -1.9622 0.7299 0.1566 -0.19 -0.32 0.18
H -0.4455 1.6559 1.6292 -0.14 0.19 0.18
H 0.1841 -1.9442 1.4977 0.15 0.02 -0.03
H 1.3455 -1.7415 2.4520 -0.06 0.12 -0.33
H 2.6560 -1.9445 -3.0287 0.01 0.07 0.07
H -0.7210 -1.5252 -0.8453 0.28 0.25 0.31
H 1.5836 -0.9411 -2.5752 0.01 0.31 0.12
H 0.7625 0.4242 0.1330 -0.22 -0.74 -0.02
H -1.2088 -0.2532 3.2230 0.09 -0.07 0.09
H -0.9449 2.8895 0.4607 -0.09 0.08 -0.10
```
Forces are in eV/Å.

Summary:
**Lowest unoccupied orbital energy**: 0.55 eV
**Orbital gap**: 9.624 eV
**Calculated total energy**: -12492.9941 eV
**ΔE to the lowest compared entry with this formula, charge and spin**: 16.9 kcal/mol

Formula: C3H16N2O3
Source: the OMol25 dataset
Level of theory: ωB97M-V/def2-TZVPD

The geometry in XYZ format:
```
24
Properties=species:S:1:pos:R:3:forces:R:3
O 2.0918 -3.4536 -0.8371 1.00 -0.06 0.38
O 0.5892 3.9324 3.7194 -0.17 0.03 0.99
O 2.4552 1.5609 1.4303 0.77 0.68 -0.01
N -0.4272 -1.9862 0.3850 0.13 -0.34 -0.09
N -0.4846 -1.2202 -2.2818 1.27 0.84 0.44
C -1.5120 0.9912 -1.6177 1.25 -0.09 -0.29
C -1.2008 -0.7998 -0.0173 1.74 -1.24 0.01
C -0.5199 -0.1802 -1.2439 -2.45 -0.04 -0.03
H 3.2160 2.1804 1.4253 -0.60 -0.62 -0.17
H 0.4834 0.2020 -1.0683 0.06 -0.03 0.24
H -2.0408 1.3103 -0.7230 -0.16 0.21 -0.09
H 1.1889 -3.2108 -1.0294 -0.50 0.49 0.00
H 1.9886 1.8372 2.2218 -0.19 -0.04 0.23
H -1.1298 -1.9876 -2.1861 -0.24 0.26 -0.02
H -0.7926 -2.5214 1.1593 -0.26 0.18 0.02
H -2.2082 0.6709 -2.3914 -0.18 -0.18 0.21
H -0.9757 1.8461 -2.0386 -0.03 0.03 0.13
H 0.0915 3.8855 4.5703 0.46 -0.09 -1.22
H -2.1452 -1.1699 -0.4155 -0.37 0.25 0.45
H 0.5455 -1.7886 0.5953 -0.24 0.26 -0.01
H 0.0965 3.4428 3.0563 -0.29 0.01 0.16
H 2.5101 -2.7069 -0.3744 -0.46 -0.40 -0.43
H -0.5107 -0.7301 -3.1515 -0.25 -0.47 -0.79
H -1.3089 -0.1046 0.8129 -0.30 0.34 -0.13
```
Forces are in eV/Å.

Summary:
**Lowest unoccupied orbital energy**: 0.29 eV
**Orbital gap**: 9.130 eV
**Calculated total energy**: -12492.6785 eV
**ΔE to the lowest compared entry with this formula, charge and spin**: 24.2 kcal/mol

Formula: C3H16N2O4
Source: the OMol25 dataset
Level of theory: ωB97M-V/def2-TZVPD

The geometry in XYZ format:
```
25
Properties=species:S:1:pos:R:3:forces:R:3
O 1.6694 -2.1307 0.9064 3.32 -0.30 3.10
O 1.0254 1.9984 -1.3359 2.33 -1.27 1.24
O 2.4103 -0.7558 -1.6133 0.55 2.04 -0.97
O -1.0482 1.0322 2.7897 1.59 0.37 1.43
N -0.8128 1.0134 0.5274 -0.80 -0.18 -0.79
N -0.2182 -1.2476 -1.7967 -0.60 1.64 0.70
C -1.0675 -0.4473 0.4549 -2.03 0.98 -1.09
C -1.4362 -0.8891 -0.9989 0.54 1.56 -0.83
C -1.4649 1.7341 1.5743 0.32 -4.30 1.14
H 1.7201 1.2283 -1.1778 -1.95 1.97 -1.16
H 1.9112 -1.6198 1.7695 -1.33 -1.12 -2.71
H -2.5464 1.5206 1.7678 0.38 0.53 -1.43
H 1.4669 -0.6008 -1.8192 0.74 -0.76 0.36
H -2.1783 -1.6661 -1.1207 -0.01 -0.43 0.56
H 2.4495 -1.6074 -1.2249 -0.19 -1.25 0.83
H 0.4516 1.8376 -2.1060 0.22 -0.61 -0.24
H 0.1069 1.2484 0.1135 -1.19 0.78 0.48
H 0.0290 -0.4210 -2.4202 -0.84 -0.86 0.18
H -0.3737 -2.0275 -2.3985 -0.26 -0.56 -0.59
H -1.2450 2.7378 1.7420 0.53 1.85 -0.73
H -1.9343 -0.6983 1.1127 0.93 0.10 -0.18
H 0.8665 -1.8864 0.5049 -1.30 0.74 -0.47
H -0.1707 -0.9513 0.7099 -0.03 -0.29 0.79
H -0.0601 0.9842 2.7207 -1.27 0.03 0.18
H -1.9206 0.0227 -1.4457 0.35 -0.71 0.22
```
Forces are in eV/Å.

Summary:
**Charge**: -1
**Lowest unoccupied orbital energy (spin up / spin down)**: 3.39 / 3.20 eV
**Spin multiplicity**: 2
**Orbital gap (spin up / spin down)**: 2.693 / 8.498 eV
**Calculated total energy**: -14537.7459 eV
**ΔE to the lowest compared entry with this formula, charge and spin**: 30.2 kcal/mol

Formula: C3H16N2O4
Source: the OMol25 dataset
Level of theory: ωB97M-V/def2-TZVPD

The geometry in XYZ format:
```
25
Properties=species:S:1:pos:R:3:forces:R:3
O -0.9106 3.1872 -0.8340 -5.47 -1.51 -1.44
O 0.4107 2.0966 1.9189 3.59 0.11 1.36
O 2.1136 -1.0240 -0.4721 1.08 1.72 -0.51
O 0.9938 1.5983 -1.3408 0.74 -0.50 -0.09
N -1.1004 -2.7011 -0.6060 2.91 0.60 -1.03
N -1.9564 0.1744 0.6524 -1.09 1.92 -2.97
C -0.7852 -0.6563 0.6869 1.70 -0.88 2.13
C 1.1347 -2.0374 -0.3359 0.11 2.04 4.19
C -0.2461 -1.4236 -0.5528 -2.47 -2.09 0.67
H 1.1577 2.2433 1.2124 -2.00 -0.38 2.15
H -0.0753 3.3299 -1.0772 5.07 0.69 -1.07
H -0.9733 -1.3443 1.6289 0.73 0.40 -2.07
H -1.4222 -3.0780 0.2535 0.13 0.31 1.08
H -0.2949 -0.7595 -1.5008 -0.15 -1.39 1.38
H 1.4314 -2.7761 -1.0155 -0.32 -1.47 -0.73
H -1.0894 3.4720 0.0120 -0.19 1.15 2.77
H 0.9070 1.9904 2.8598 -1.60 0.45 -3.57
H 2.7166 -0.8354 0.2606 -0.58 -0.67 -0.06
H 0.1112 -0.1328 0.9826 0.08 0.96 0.53
H -1.8659 -2.5417 -1.1457 -2.67 0.34 -1.96
H -2.3502 0.1528 -0.3556 0.66 0.17 2.19
H 1.1680 -2.3382 0.8157 -0.22 -0.24 -2.47
H 1.5200 1.3556 -2.1142 -0.01 0.07 0.12
H -1.7437 1.2039 0.8124 0.00 -1.91 -0.34
H 1.1490 0.8439 -0.7454 -0.02 0.09 -0.24
```
Forces are in eV/Å.

Summary:
**Lowest unoccupied orbital energy**: 0.21 eV
**Orbital gap**: 9.131 eV
**Calculated total energy**: -14538.2705 eV
**ΔE to the lowest compared entry with this formula, charge and spin**: 54.8 kcal/mol